1.
A cluster of 3 separate species, C52H36F4INO10 in total, computed with ωB97M-V/def2-TZVPD.

Results
* highest occupied orbital energy: -9.32 eV
* total energy: -95442.2118 eV
* SMILES: C[C@H](CC1=C(C(=O)NC(=O)F)C(=O)C(CC(=O)I)=C(CCC(F)=C(F)F)C1=O)OCc1ccccc1.O=C1c2ccccc2C(=O)c2ccccc21.O=C1c2ccccc2C(=O)c2ccccc21
* 2S+1: 1
* Kohn-Sham gap: 0.28279 Ha
* LUMO level: -0.060 Ha

Geometry (Å):
C (1.62713, -3.54288, -0.77195)
C (0.39856, -2.80839, -0.26318)
C (0.66260, -1.66907, 0.76675)
C (2.09853, -1.31736, 1.02840)
C (2.99633, -2.00795, 1.73731)
C (2.69605, -3.31739, 2.38690)
O (3.32512, -4.30819, 2.16242)
N (1.62124, -3.34842, 3.33724)
C (1.58946, -2.16547, 4.11830)
O (0.76146, -1.34173, 4.07496)
F (2.61357, -2.04038, 4.96511)
C (4.37926, -1.44440, 1.89838)
O (5.36163, -2.13242, 1.93572)
C (4.42441, 0.04672, 2.03253)
C (5.48829, 0.59389, 2.94984)
C (6.57300, 1.29693, 2.13887)
O (7.06820, 0.83034, 1.18326)
I (7.23433, 3.25329, 2.81491)
C (3.52938, 0.74992, 1.33457)
C (3.42623, 2.24787, 1.38476)
C (3.13850, 2.78644, 2.81668)
C (1.86899, 3.56870, 2.86957)
F (0.77388, 3.05961, 2.27059)
C (1.80161, 4.74557, 3.50482)
F (1.13054, 5.80760, 3.11275)
F (2.48993, 4.93214, 4.62288)
C (2.58482, -0.01532, 0.45681)
O (2.21320, 0.39991, -0.60936)
O (-0.48061, -3.73794, 0.36196)
C (-1.71212, -3.87318, -0.31906)
C (-2.56803, -2.63189, -0.28182)
C (-2.99072, -2.07800, -1.49114)
C (-3.75656, -0.91555, -1.54752)
C (-4.12424, -0.29388, -0.35803)
C (-3.71565, -0.84894, 0.85215)
C (-2.93835, -1.99638, 0.90155)
H (1.32339, -4.09120, -1.66615)
H (1.98797, -4.29954, -0.08250)
H (2.42779, -2.87898, -1.08995)
H (-0.07222, -2.34971, -1.13237)
H (0.14886, -0.76415, 0.45117)
H (0.22196, -1.96027, 1.71541)
H (1.84553, -4.14201, 3.93692)
H (6.01288, -0.25063, 3.39676)
H (5.09313, 1.25040, 3.71392)
H (4.37623, 2.67229, 1.06240)
H (2.62581, 2.59008, 0.73477)
H (3.07512, 1.94922, 3.52041)
H (3.96916, 3.39692, 3.15595)
H (-2.24962, -4.67547, 0.19004)
H (-1.58689, -4.21480, -1.35051)
H (-2.69298, -2.55589, -2.41693)
H (-4.03516, -0.52542, -2.51648)
H (-4.71390, 0.61056, -0.40668)
H (-4.03668, -0.34499, 1.75365)
H (-2.60952, -2.39795, 1.85128)
C (6.17822, 0.75171, -1.89798)
C (4.88417, 1.02045, -2.31235)
C (4.58202, 2.20409, -2.96556)
C (5.58820, 3.13089, -3.20231)
C (6.89294, 2.87303, -2.76219)
C (7.18478, 1.68012, -2.11465)
C (7.97602, 3.87612, -2.95896)
O (9.10797, 3.65534, -2.58228)
C (7.63194, 5.16459, -3.62476)
C (8.61393, 6.13631, -3.77011)
C (8.31472, 7.33363, -4.39717)
C (7.03419, 7.56314, -4.89003)
C (6.05028, 6.60050, -4.74335)
C (6.34204, 5.40248, -4.10333)
C (5.26167, 4.39156, -3.92428)
O (4.14406, 4.59435, -4.35158)
H (6.39968, -0.17794, -1.38979)
H (4.10972, 0.29269, -2.11601)
H (3.57027, 2.41082, -3.28595)
H (8.19296, 1.48332, -1.77777)
H (9.60907, 5.95348, -3.38888)
H (9.07997, 8.09104, -4.50512)
H (6.80423, 8.49708, -5.38582)
H (5.05264, 6.77683, -5.12101)
C (-11.35011, -4.08972, 3.34428)
C (-10.02292, -4.13039, 3.75936)
C (-9.02203, -3.64362, 2.93619)
C (-9.34195, -3.12347, 1.68856)
C (-10.67185, -3.10313, 1.26297)
C (-11.67407, -3.57821, 2.09943)
C (-11.03369, -2.59253, -0.08937)
O (-12.18946, -2.57026, -0.45749)
C (-9.93786, -2.11782, -0.97997)
C (-10.24505, -1.68910, -2.26519)
C (-9.23974, -1.23301, -3.10061)
C (-7.92303, -1.19492, -2.65276)
C (-7.61021, -1.62565, -1.37491)
C (-8.61336, -2.09657, -0.53748)
C (-8.25411, -2.58748, 0.82250)
O (-7.10601, -2.55612, 1.21364)
H (-12.13160, -4.46295, 3.99297)
H (-9.77107, -4.54133, 4.72814)
H (-7.98990, -3.66870, 3.25738)
H (-12.70388, -3.54955, 1.77134)
H (-11.26979, -1.71678, -2.60893)
H (-9.48046, -0.90405, -4.10299)
H (-7.13944, -0.83163, -3.30508)
H (-6.58491, -1.60095, -1.02975)



2.
A structure of composition C52H39Cl2N8O5P2STi, computed with ωB97M-V/def2-TZVPD.

Results
* energy above the lowest of the compared OMol25 structures with the same formula, charge and spin: 0.0 kJ/mol
* highest occupied orbital energy: -10.35 eV
* total energy: -154285.3925 eV
* charge: +1
* 2S+1: 1
* Kohn-Sham gap: 0.26394 Ha
* LUMO level: -0.117 Ha

Geometry (Å):
Ti (-0.88241, -0.28517, 0.36500)
Cl (2.79672, -4.14405, 4.79934)
C (1.47142, -3.37189, 3.99875)
C (1.73627, -2.61536, 2.87235)
C (0.69797, -1.96316, 2.24625)
N (0.76618, -1.20402, 1.05593)
C (1.63455, -0.32231, 0.55832)
O (1.16743, 0.29510, -0.44634)
C (2.95382, -0.00771, 1.16604)
C (4.03088, 0.14023, 0.31237)
C (5.25072, 0.49412, 0.86489)
C (5.31721, 0.69722, 2.23017)
C (4.16619, 0.52643, 2.99467)
N (2.98984, 0.17232, 2.47976)
C (-0.61642, -2.10876, 2.67390)
C (-0.88600, -2.86550, 3.80639)
C (0.16574, -3.48325, 4.46793)
Cl (-0.20001, -4.39599, 5.89146)
N (-1.53735, -1.49116, 1.79066)
C (-2.91982, -1.61827, 2.00669)
O (-3.44446, -1.82316, 3.07136)
C (-3.72789, -1.58400, 0.74200)
C (-5.09648, -1.68168, 0.81419)
C (-5.80946, -1.79154, -0.37152)
C (-5.10943, -1.82837, -1.56315)
C (-3.73207, -1.69690, -1.53318)
N (-3.03324, -1.55521, -0.40607)
H (2.75173, -2.53869, 2.50881)
H (3.90744, -0.00328, -0.75487)
H (6.12419, 0.62236, 0.23824)
H (6.24386, 0.99111, 2.70423)
H (4.18982, 0.69845, 4.06344)
H (-1.88952, -2.97338, 4.18343)
H (-5.56698, -1.69032, 1.78690)
H (-6.88963, -1.86362, -0.35955)
H (-5.60877, -1.93764, -2.51631)
H (-3.15972, -1.71798, -2.45139)
N (-0.87133, -0.65547, -2.82746)
P (-1.44931, 0.75176, -2.07413)
C (-3.11957, 1.02962, -2.72376)
C (-4.11490, 1.60262, -1.93910)
C (-5.37919, 1.82761, -2.47418)
C (-5.65543, 1.47248, -3.78547)
C (-4.65833, 0.90844, -4.57753)
C (-3.39362, 0.70130, -4.05200)
C (-0.53141, 2.13673, -2.77212)
C (0.15094, 2.03875, -3.98057)
C (0.77558, 3.15425, -4.52237)
C (0.71505, 4.37163, -3.85687)
C (0.03292, 4.47484, -2.65023)
C (-0.59014, 3.35971, -2.10333)
P (-0.20081, -1.73951, -1.70269)
C (1.52139, -1.95824, -2.19468)
C (2.21600, -0.95125, -2.85744)
C (3.54976, -1.13788, -3.19909)
C (4.19792, -2.31671, -2.85816)
C (3.51940, -3.31286, -2.16673)
C (2.18509, -3.13420, -1.83593)
C (-0.92315, -3.36264, -1.96343)
C (-1.32898, -4.11116, -0.86330)
C (-1.85067, -5.38583, -1.04488)
C (-1.97689, -5.90380, -2.32554)
C (-1.56513, -5.16233, -3.42957)
C (-1.02332, -3.90004, -3.24717)
H (-0.84549, -0.81051, -3.82821)
H (-3.91450, 1.87623, -0.91507)
H (-6.14655, 2.27920, -1.85906)
H (-6.64107, 1.64149, -4.20039)
H (-4.86139, 0.64781, -5.60873)
H (-2.62289, 0.28962, -4.69686)
H (0.20478, 1.09352, -4.50896)
H (1.30733, 3.07293, -5.46210)
H (1.19783, 5.24211, -4.28188)
H (-0.01664, 5.42538, -2.13384)
H (-1.13261, 3.44767, -1.16664)
H (1.73054, -0.01153, -3.08082)
H (4.08355, -0.35660, -3.72461)
H (5.23584, -2.46111, -3.12833)
H (4.02431, -4.23058, -1.89398)
H (1.65702, -3.92288, -1.31149)
H (-1.25518, -3.69358, 0.13486)
H (-2.16613, -5.96628, -0.18799)
H (-2.39195, -6.89332, -2.46822)
H (-1.65528, -5.57429, -4.42639)
H (-0.67674, -3.34012, -4.11073)
O (-3.51675, 1.79071, 2.35277)
N (-2.81328, 1.94470, 1.39387)
O (-2.48663, 2.99202, 0.89098)
O (-2.45630, 0.83916, 0.73804)
S (1.20323, 4.52668, 4.72250)
C (0.70588, 3.27430, 3.55661)
C (0.94620, 3.41780, 2.19505)
C (0.52152, 2.44052, 1.32937)
N (-0.11033, 1.32859, 1.74788)
C (-0.36918, 1.20751, 3.05615)
C (0.01212, 2.15673, 3.98674)
C (2.96520, 4.35732, 4.53397)
C (3.68789, 3.57382, 5.42194)
C (5.06030, 3.46886, 5.25191)
N (5.73992, 4.06637, 4.27020)
C (5.03376, 4.83713, 3.43919)
C (3.66283, 5.02745, 3.53867)
H (1.44768, 4.28996, 1.80177)
H (0.69708, 2.53016, 0.26736)
H (-0.90050, 0.32033, 3.36674)
H (-0.21618, 2.00444, 5.03288)
H (3.19000, 3.06127, 6.23512)
H (5.64646, 2.86831, 5.93931)
H (5.59611, 5.34689, 2.66518)
H (3.15402, 5.70101, 2.86188)



3.
A structure of composition C52H40Cl4EuN4S4, computed with ωB97M-V/def2-TZVPD.

Results
* highest occupied orbital energy (spin up / spin down): -7.78 / -9.72 eV
* total energy: -173289.6468 eV
* expectation value of S²: 12.127
* charge: +1
* 2S+1: 7
* Kohn-Sham gap (spin up / spin down): 0.15805 / 0.15490 Ha
* LUMO level (spin up / spin down): -0.128 / -0.202 Ha

Geometry (Å):
Eu (-0.01181, -0.00373, 0.17339)
Cl (-0.46235, 9.45597, 0.48187)
C (-0.41406, 7.73152, 0.62484)
C (-0.78885, 6.94405, -0.45232)
C (-0.74194, 5.56329, -0.33253)
C (-0.32365, 4.95832, 0.85228)
C (0.04291, 5.77205, 1.92145)
C (-0.00093, 7.15385, 1.81457)
C (-0.27636, 3.47078, 0.95461)
C (-1.50095, 2.78676, 0.83975)
C (-2.80398, 3.40365, 0.81217)
C (-3.72132, 2.40633, 0.74572)
C (-2.99747, 1.15887, 0.74569)
C (-3.57489, -0.12138, 0.68777)
C (-5.06500, -0.17443, 0.53610)
C (-5.63168, -0.53959, -0.68243)
C (-7.00895, -0.58539, -0.84235)
C (-7.82635, -0.26608, 0.23060)
Cl (-9.54738, -0.32112, 0.03889)
C (-7.28471, 0.09403, 1.45362)
C (-5.90515, 0.13709, 1.60058)
C (-2.90463, -1.35490, 0.74991)
N (-1.55456, -1.53653, 0.88245)
C (-1.30887, -2.88434, 0.88818)
C (-0.05001, -3.48295, 1.08627)
C (0.02881, -4.97327, 1.02726)
C (-0.64363, -5.77900, 1.94161)
C (-0.56128, -7.16096, 1.87053)
C (0.19912, -7.74743, 0.87209)
Cl (0.29684, -9.47317, 0.77201)
C (0.88188, -6.96852, -0.04848)
C (0.79401, -5.58703, 0.03489)
C (1.14564, -2.80265, 1.36747)
C (2.39283, -3.41152, 1.75867)
C (3.28702, -2.41038, 1.95545)
C (2.60007, -1.16948, 1.69343)
N (1.30728, -1.44843, 1.34403)
C (3.16855, 0.11169, 1.78723)
C (2.51769, 1.34498, 1.61910)
C (3.16315, 2.63233, 1.68265)
C (2.22325, 3.56817, 1.40835)
C (0.97255, 2.87397, 1.20023)
N (1.19358, 1.52883, 1.32597)
C (4.63078, 0.16936, 2.11843)
C (5.05910, 0.26812, 3.43729)
C (6.41174, 0.32366, 3.74374)
C (7.34299, 0.27850, 2.72016)
Cl (9.03275, 0.34574, 3.09590)
C (6.94033, 0.18207, 1.39718)
C (5.58486, 0.12591, 1.10567)
C (-2.56054, -3.58232, 0.71803)
C (-3.53866, -2.64591, 0.65776)
N (-1.65571, 1.42992, 0.79273)
H (-1.11378, 7.40941, -1.37341)
H (-1.03847, 4.93991, -1.17025)
H (0.35397, 5.32083, 2.85710)
H (0.27762, 7.78202, 2.65007)
H (-2.98932, 4.46518, 0.86416)
H (-4.79550, 2.50485, 0.72979)
H (-4.98328, -0.79909, -1.51308)
H (-7.45042, -0.86695, -1.78931)
H (-7.93761, 0.33393, 2.28232)
H (-5.47579, 0.41378, 2.55644)
H (-1.22811, -5.32071, 2.73174)
H (-1.07895, -7.78235, 2.58928)
H (1.47566, -7.44147, -0.81962)
H (1.33059, -4.96871, -0.67749)
H (2.55717, -4.46847, 1.89643)
H (4.31206, -2.49793, 2.28287)
H (4.20619, 2.79641, 1.90602)
H (2.36383, 4.63690, 1.36275)
H (4.32684, 0.30175, 4.23581)
H (6.74410, 0.39987, 4.77051)
H (7.68112, 0.15117, 0.60911)
H (5.26193, 0.06303, 0.07139)
H (-2.68489, -4.65299, 0.67285)
H (-4.60014, -2.81524, 0.56598)
C (3.00901, 0.11757, -2.89518)
C (3.06753, -1.28224, -2.30690)
S (1.48592, -1.94270, -1.74323)
C (0.60486, -2.23338, -3.29431)
C (-0.85067, -2.55310, -2.97986)
S (-1.79206, -1.17169, -2.28466)
C (-1.94553, -0.09493, -3.72853)
C (-2.16954, 1.34322, -3.28479)
S (-0.83898, 2.03283, -2.27679)
C (0.46896, 2.21854, -3.50870)
C (1.76381, 2.59086, -2.80427)
S (2.38610, 1.31324, -1.68315)
H (2.37004, 0.13931, -3.77841)
H (4.01024, 0.42808, -3.19520)
H (3.69661, -1.31264, -1.41455)
H (3.49029, -1.98135, -3.02833)
H (1.06721, -3.08500, -3.79473)
H (0.69166, -1.36108, -3.94315)
H (-0.92123, -3.34209, -2.22650)
H (-1.36395, -2.90721, -3.87342)
H (-2.80059, -0.43322, -4.31441)
H (-1.05321, -0.18406, -4.34775)
H (-3.06320, 1.42253, -2.66205)
H (-2.31243, 1.98940, -4.15069)
H (0.18025, 3.01073, -4.20099)
H (0.57984, 1.29070, -4.07167)
H (1.62536, 3.47704, -2.18142)
H (2.54678, 2.81617, -3.52827)



4.
A structure of composition C52H40F3IN7SSbV, computed with ωB97M-V/def2-TZVPD.

Results
* highest occupied orbital energy (spin up / spin down): -6.18 / -6.89 eV
* total energy: -124318.0652 eV
* expectation value of S²: 3.776
* 2S+1: 4
* Kohn-Sham gap (spin up / spin down): 0.20446 / 0.22888 Ha
* LUMO level (spin up / spin down): -0.023 / -0.024 Ha

Geometry (Å):
V (1.12205, -0.19440, 0.48325)
N (2.62235, -0.09750, -0.94205)
C (3.88255, -0.65630, -0.66365)
C (5.03755, 0.10650, -0.75355)
C (6.26995, -0.47890, -0.52595)
C (6.33685, -1.82290, -0.19785)
C (5.18415, -2.58110, -0.09985)
C (3.93205, -2.01850, -0.33855)
C (2.69255, -2.78490, -0.13155)
C (2.70485, -4.15320, -0.40985)
C (1.68535, -4.98440, 0.00925)
C (0.65385, -4.45030, 0.75985)
C (0.59855, -3.07760, 0.95205)
C (1.55895, -2.19370, 0.46455)
H (2.12425, -0.67830, -1.62155)
H (2.70155, 0.84840, -1.31565)
H (4.96985, 1.16110, -0.99495)
H (7.17135, 0.10670, -0.61645)
H (7.29345, -2.28390, -0.01215)
H (5.25355, -3.62080, 0.18025)
H (3.52735, -4.56690, -0.97385)
H (1.71375, -6.04110, -0.21075)
H (-0.11625, -5.08770, 1.17825)
H (-0.21635, -2.70230, 1.56125)
I (-1.07315, 0.17930, 2.12255)
C (0.71865, -0.27170, 3.16885)
C (0.77385, -0.53880, 4.51345)
C (2.02245, -0.82280, 5.06495)
C (3.12755, -0.81670, 4.21635)
C (2.96415, -0.55930, 2.87115)
N (1.76175, -0.28980, 2.32075)
H (-0.12675, -0.51590, 5.10745)
H (2.11545, -1.04980, 6.11355)
H (4.11445, -1.00650, 4.60905)
H (3.80785, -0.57630, 2.19195)
C (-4.33565, 1.45790, 0.92325)
C (-3.32405, 1.68910, -0.14745)
C (-3.33345, 2.84630, -0.91995)
C (-2.35575, 2.94640, -1.89725)
N (-1.43545, 2.02360, -2.07735)
C (-1.47145, 0.96200, -1.27025)
S (-0.24355, -0.19710, -1.53875)
N (-2.40155, 0.75200, -0.32635)
H (-4.16285, 2.15000, 1.74845)
H (-4.25155, 0.44080, 1.29515)
H (-5.33705, 1.63190, 0.53655)
H (-4.06055, 3.62520, -0.75645)
H (-2.30405, 3.79990, -2.56105)
N (2.86865, 7.07190, 0.79115)
C (3.41235, 8.17820, 0.19565)
C (3.74925, 9.43690, 0.66695)
C (4.29075, 10.32330, -0.24405)
C (4.50335, 9.96370, -1.57865)
C (4.17015, 8.71500, -2.05635)
C (3.60265, 7.81080, -1.16105)
N (3.16095, 6.53620, -1.35635)
C (2.72915, 6.11730, -0.19195)
C (2.17825, 4.80460, 0.02765)
C (2.04025, 4.22860, 1.29745)
C (1.54085, 2.94760, 1.40545)
N (1.19725, 2.18820, 0.36135)
C (1.28905, 2.75820, -0.85085)
C (1.74765, 4.03820, -1.06415)
H (2.56755, 7.00000, 1.74845)
H (3.59235, 9.71410, 1.69945)
H (4.55215, 11.32110, 0.07785)
H (4.92965, 10.69360, -2.25165)
H (4.33545, 8.42990, -3.08295)
H (2.32825, 4.76730, 2.18865)
H (1.39525, 2.50910, 2.38775)
H (0.92805, 2.17340, -1.68975)
H (1.76805, 4.46860, -2.05285)
F (-7.99755, 0.02160, -1.61425)
C (-6.79615, -0.56340, -1.39965)
C (-6.62755, -1.35010, -0.27635)
C (-5.39265, -1.93360, -0.05755)
C (-4.35015, -1.74250, -0.95215)
C (-4.54305, -0.92900, -2.06005)
C (-5.77255, -0.34390, -2.30305)
Sb (-2.36705, -2.51570, -0.53175)
C (-3.07385, -3.86740, 1.03015)
C (-2.78075, -3.51790, 2.34065)
C (-3.17055, -4.31160, 3.40315)
C (-3.86325, -5.47500, 3.12565)
F (-4.22705, -6.27680, 4.15175)
C (-4.20465, -5.83190, 1.83435)
C (-3.79755, -5.02340, 0.78725)
C (-2.34095, -3.96260, -2.15665)
C (-2.63215, -3.56630, -3.45375)
C (-2.47705, -4.43780, -4.51745)
C (-2.01135, -5.71400, -4.26245)
F (-1.86165, -6.57470, -5.29515)
C (-1.68715, -6.13240, -2.98475)
C (-1.84755, -5.24070, -1.93915)
H (-7.44125, -1.48880, 0.41795)
H (-5.24795, -2.55580, 0.81565)
H (-3.72775, -0.73830, -2.74695)
H (-5.94255, 0.27850, -3.16875)
H (-2.25905, -2.59050, 2.54455)
H (-2.93725, -4.03730, 4.42155)
H (-4.77585, -6.72890, 1.65885)
H (-4.06495, -5.28940, -0.22595)
H (-2.96655, -2.55900, -3.65465)
H (-2.70245, -4.13640, -5.52975)
H (-1.30445, -7.12860, -2.82105)
H (-1.57845, -5.53980, -0.93675)